(1)
Entry from the OMol25 dataset: C33H20Br2Cl5N2O2S3Y as an isolated structure in a non-equilibrium geometry (ωB97M-V with the def2-TZVPD basis set).

Calculated values
E	-277869.8823	eV
ΔE to the lowest compared entry with this formula, charge and spin	136.33	kJ/mol
maximum force	1.5	eV/A
charge	-2

Each line ends with the Löwdin charge.
Atoms and positions in Å:
Y: -0.34 0.27 -0.96  1.133
O: 2.40 0.85 -2.54  -0.028
C: 2.58 1.72 -3.55  -0.258
C: 3.60 1.57 -4.49  -0.026
C: 3.76 2.50 -5.50  -0.117
C: 2.91 3.58 -5.59  -0.124
C: 1.88 3.73 -4.67  -0.048
C: 1.71 2.82 -3.64  -0.094
C: 0.55 2.89 -2.66  -0.493
O: -0.20 1.81 -2.66  -0.268
N: 1.19 3.23 -1.32  -0.004
N: 1.04 2.46 -0.25  -0.046
C: 1.16 3.02 0.91  -0.256
C: 1.20 2.36 2.16  -0.674
Br: 1.70 0.52 2.12  0.736
C: 1.07 2.94 3.37  -0.118
C: 0.61 4.30 3.60  -0.219
C: 1.09 5.01 4.71  -0.047
C: 0.71 6.32 4.92  -0.111
C: -0.16 6.95 4.05  -0.112
C: -0.67 6.24 2.97  -0.083
C: -0.30 4.93 2.75  -0.033
H: 3.00 0.09 -2.64  0.048
H: 4.25 0.71 -4.42  0.110
H: 4.57 2.38 -6.21  0.091
H: 3.02 4.31 -6.38  0.085
H: 1.19 4.56 -4.75  0.104
H: -0.04 3.83 -2.90  0.127
H: 1.25 4.23 -1.14  0.131
H: 1.28 4.12 0.96  0.127
H: 1.32 2.37 4.25  0.101
H: 1.79 4.53 5.38  0.107
H: 1.10 6.86 5.78  0.092
H: -0.43 7.99 4.20  0.090
H: -1.38 6.70 2.30  0.101
H: -0.74 4.39 1.93  0.087
S: -2.43 -1.29 3.37  0.295
C: -1.65 -0.74 2.00  -1.924
S: -1.58 0.93 1.64  0.347
S: -0.88 -1.84 0.92  0.289
Br: 2.80 -1.39 -0.51  0.769
C: 2.11 -2.86 -1.55  -0.550
C: 2.78 -4.04 -1.40  -0.161
C: 2.40 -5.15 -2.16  -0.111
C: 1.43 -5.01 -3.11  -0.060
C: 0.78 -3.77 -3.31  -0.182
C: -0.13 -3.61 -4.37  -0.069
C: -0.72 -2.39 -4.57  -0.111
C: -0.50 -1.33 -3.67  -0.203
C: 0.33 -1.42 -2.56  -0.220
C: 1.05 -2.65 -2.46  -0.233
H: 3.61 -4.12 -0.70  0.083
H: 2.91 -6.09 -2.01  0.090
H: 1.15 -5.84 -3.74  0.099
H: -0.35 -4.45 -5.01  0.097
H: -1.40 -2.26 -5.40  0.095
H: -1.02 -0.40 -3.88  0.078
Cl: -1.95 3.41 -0.63  0.714
C: -3.01 2.32 -1.42  -0.707
C: -2.63 0.98 -1.48  -0.283
C: -3.57 0.14 -2.08  -0.687
Cl: -3.15 -1.55 -2.11  0.705
C: -4.76 0.57 -2.63  -0.714
Cl: -5.88 -0.52 -3.37  0.630
C: -5.08 1.92 -2.57  -0.721
Cl: -6.56 2.51 -3.24  0.618
C: -4.20 2.80 -1.95  -0.712
Cl: -4.61 4.48 -1.88  0.626


(2)
Entry from the OMol25 dataset: C5H8N3 as an isolated structure in a non-equilibrium geometry (ωB97M-V with the def2-TZVPD basis set).

Calculated values
E	-9771.9522	eV
ΔE to the lowest compared entry with this formula, charge and spin	635.83	kJ/mol
maximum force	5.5	eV/A
charge	+1

Each line ends with the Löwdin charge.
Atoms and positions in Å:
C: -1.59 -1.32 -0.45  0.010
C: -0.89 -1.53 0.66  0.061
C: -1.05 -0.21 -1.37  -0.063
C: 1.25 0.84 1.28  -0.058
C: -0.02 0.42 -0.50  -0.181
N: 0.39 -0.16 1.72  0.084
N: -0.21 -0.27 0.61  -0.194
N: 1.18 1.21 -0.37  0.173
H: -2.34 -2.10 -0.81  0.146
H: -0.46 -2.13 1.42  0.135
H: -0.74 -0.68 -2.28  0.123
H: -1.74 0.45 -1.80  0.110
H: 0.81 1.78 1.54  0.121
H: 2.31 0.59 1.49  0.152
H: 1.08 2.27 -0.29  0.207
H: 2.01 0.85 -0.85  0.173


(3)
Entry from the OMol25 dataset: C4H6O2 as an isolated structure (ωB97M-V with the def2-TZVPD basis set).

Calculated values
E	-8339.6650	eV
ΔE to the lowest compared entry with this formula, charge and spin	76.82	kJ/mol
maximum force	0.7	eV/A
charge	0

Each line ends with the Löwdin charge.
Atoms and positions in Å:
C: 1.48 -0.27 0.06  -0.045
C: -0.03 -0.24 0.28  -0.231
C: -0.84 1.06 0.19  -0.093
O: -1.81 0.41 -0.68  0.045
C: -1.09 -0.75 -0.68  -0.466
O: -1.40 -1.82 -1.12  0.143
H: 1.99 -0.06 1.01  0.080
H: 1.80 -1.26 -0.28  0.084
H: 1.82 0.48 -0.67  0.081
H: -0.27 -0.87 1.15  0.154
H: -0.35 1.87 -0.35  0.124
H: -1.31 1.44 1.09  0.122


(4)
Entry from the OMol25 dataset: one molecule with the formula C3H5NO2 (ωB97M-V with the def2-TZVPD basis set).

Calculated values
E	-8774.5179	eV
ΔE to the lowest compared entry with this formula, charge and spin	306.51	kJ/mol
maximum force	0.5	eV/A
charge	0

Each line ends with the Löwdin charge.
Atoms and positions in Å:
N: -1.24 -1.31 -0.07  0.061
C: -1.37 -0.48 -1.12  -0.158
O: -0.52 0.56 -1.11  -0.145
C: 0.14 1.02 0.07  -0.167
C: 1.52 0.42 0.25  -0.242
O: 2.18 0.58 1.24  0.062
H: -0.41 -1.53 0.47  0.099
H: -1.95 -2.01 0.00  0.082
H: -0.47 0.84 0.97  0.132
H: 0.25 2.10 -0.06  0.142
H: 1.88 -0.18 -0.62  0.135


(5)
Entry from the OMol25 dataset: C27H79F12HfN5O12P2 as an isolated structure in a non-equilibrium geometry (ωB97M-V with the def2-TZVPD basis set).

Calculated values
spin multiplicity	2
E	-113772.4559	eV
maximum force	6.1	eV/A
charge	+3

Each line ends with the Löwdin spin population.
Atoms and positions in Å:
Hf: 2.14 0.72 2.98  0.000
P: -0.12 -0.64 -0.04  0.000
F: -0.83 0.77 -0.41  0.000
F: 0.99 -0.56 -1.21  0.000
F: 0.93 0.16 0.94  0.000
F: 0.49 -2.09 0.26  0.000
F: -1.17 -0.65 1.15  0.000
F: -1.09 -1.39 -1.04  0.000
P: -1.54 4.28 2.13  0.000
F: -0.72 4.80 0.80  0.000
F: -0.20 4.10 2.98  0.000
F: -1.60 5.77 2.82  0.000
F: -2.46 3.78 3.37  0.000
F: -2.96 4.52 1.35  0.000
F: -1.50 2.79 1.57  0.000
C: -3.74 -2.89 -2.29  0.000
O: -4.26 -4.02 -3.01  0.000
H: -3.25 -2.30 -3.07  0.000
H: -4.53 -2.40 -1.72  0.000
H: -3.08 -3.37 -1.56  0.000
H: -3.50 -4.45 -3.40  0.000
C: -0.96 0.93 4.65  0.000
O: -0.35 0.84 3.35  0.000
H: -1.73 0.15 4.64  0.000
H: -0.26 0.71 5.45  0.000
H: -1.36 1.94 4.80  0.000
H: -1.02 1.16 2.75  0.000
C: 3.81 -0.52 0.24  0.000
O: 3.70 0.50 1.20  0.000
H: 3.15 -1.36 0.45  0.000
H: 3.52 -0.13 -0.73  0.000
H: 4.79 -1.00 0.31  0.000
H: 4.37 1.12 0.90  0.000
C: -5.42 -0.81 3.66  0.000
C: -5.32 -2.09 2.82  0.000
C: -4.45 -1.87 1.59  0.000
O: -5.11 -1.00 0.66  0.000
C: -4.22 -0.13 -0.02  0.000
N: -4.85 -3.25 3.60  0.000
H: -4.45 -0.39 3.90  0.000
H: -6.02 -1.01 4.55  0.000
H: -5.93 -0.04 3.08  0.000
H: -6.29 -2.32 2.39  0.000
H: -4.33 -2.86 1.17  0.000
H: -3.42 -1.62 1.84  0.000
H: -3.28 -0.54 -0.40  0.000
H: -4.04 0.77 0.56  0.000
H: -4.71 0.22 -0.92  0.000
H: -5.02 -4.08 3.05  0.000
H: -5.57 -3.32 4.31  0.000
C: 0.57 -3.54 3.37  0.000
C: 0.86 -2.08 3.66  0.000
C: 1.61 -1.93 5.00  0.000
O: 1.97 -0.51 5.15  0.000
C: 2.32 -0.30 6.54  0.000
N: 1.77 -1.69 2.62  0.000
H: 0.15 -3.79 2.40  0.000
H: -0.06 -4.01 4.12  0.000
H: 1.53 -4.05 3.46  0.000
H: -0.09 -1.54 3.68  0.000
H: 2.39 -2.68 5.11  0.000
H: 0.76 -2.14 5.64  0.000
H: 1.38 -0.38 7.09  0.000
H: 2.62 0.74 6.63  0.000
H: 3.14 -0.91 6.93  0.000
H: 2.48 -2.41 2.64  0.000
H: 1.33 -1.98 1.76  0.000
C: 2.42 4.87 0.69  0.000
C: 2.85 3.48 1.19  0.000
C: 3.71 3.60 2.43  0.000
O: 4.08 2.38 3.00  0.000
C: 5.07 2.66 4.05  0.000
N: 1.69 2.69 1.60  0.000
H: 1.77 4.86 -0.18  0.000
H: 3.21 5.60 0.55  0.000
H: 1.79 5.30 1.47  0.000
H: 3.42 2.98 0.41  0.000
H: 3.25 4.27 3.16  0.000
H: 4.62 4.10 2.09  0.000
H: 5.97 3.23 3.81  0.000
H: 5.50 1.72 4.39  0.000
H: 4.62 3.01 4.98  0.000
H: 1.30 2.66 0.67  0.000
H: 1.03 3.35 2.00  0.000
C: -1.60 4.67 -3.32  0.000
C: -2.11 3.60 -2.31  0.010
C: -3.65 3.50 -2.16  0.116
O: -4.30 3.50 -3.42  0.591
C: -5.74 3.55 -3.34  0.049
N: -1.62 2.30 -2.77  0.083
H: -1.83 5.68 -2.98  0.000
H: -2.09 4.63 -4.29  0.001
H: -0.51 4.63 -3.39  0.000
H: -1.60 3.79 -1.36  0.000
H: -3.97 4.44 -1.73  0.067
H: -3.92 2.63 -1.56  0.026
H: -6.00 4.49 -2.86  0.024
H: -6.12 2.62 -2.91  0.021
H: -6.19 3.56 -4.33  0.000
H: -1.89 2.20 -3.74  0.004
H: -1.98 1.52 -2.24  0.002
C: 0.44 -2.49 -3.74  0.000
C: 0.40 -3.95 -3.20  0.000
C: 0.83 -5.13 -4.08  0.000
O: 0.23 -5.05 -5.38  0.000
C: 0.75 -6.06 -6.30  0.000
N: 1.15 -3.99 -1.88  0.000
H: 0.50 -1.83 -2.88  0.000
H: -0.40 -2.25 -4.39  0.000
H: 1.35 -2.24 -4.30  0.000
H: -0.57 -4.16 -2.75  0.000
H: 0.59 -6.02 -3.50  0.000
H: 1.92 -5.06 -4.18  0.000
H: 1.75 -5.84 -6.69  0.000
H: 0.09 -6.12 -7.16  0.000
H: 0.75 -7.10 -5.98  0.000
H: 1.09 -4.88 -1.41  0.000
H: 0.77 -3.37 -1.17  0.000
C: 4.16 -3.39 -3.62  0.000
C: 3.98 -1.91 -3.22  0.000
O: 5.19 -1.29 -2.80  0.000
O: 4.01 -4.22 -2.47  0.000
H: 5.18 -3.63 -3.90  0.000
H: 3.39 -3.66 -4.34  0.000
H: 3.26 -1.70 -2.43  0.000
H: 3.67 -1.35 -4.10  0.000
H: 5.70 -1.05 -3.58  0.000
H: 3.08 -4.26 -2.21  0.000
C: 2.16 2.08 -2.34  0.000
C: 2.14 3.16 -3.42  0.000
O: 1.14 2.84 -4.35  0.002
O: 1.16 2.44 -1.41  0.002
H: 3.09 2.30 -1.80  0.000
H: 2.12 1.03 -2.63  0.000
H: 3.14 3.21 -3.85  0.000
H: 2.00 4.14 -2.95  0.000
H: 0.39 2.77 -3.75  0.001
H: 0.29 2.19 -1.75  0.001


(6)
Entry from the OMol25 dataset: C24H27FI2N6O2TeV as an isolated structure in a non-equilibrium geometry (ωB97M-V with the def2-TZVPD basis set).

Calculated values
spin multiplicity	2
E	-90241.9806	eV
ΔE to the lowest compared entry with this formula, charge and spin	0.00	kJ/mol
maximum force	3.4	eV/A
charge	+2

Each line ends with the Löwdin spin population.
Atoms and positions in Å:
V: -1.64 -16.98 -0.96  0.950
N: -0.10 -20.14 -0.43  0.002
N: -0.95 -20.92 -1.27  0.000
C: -1.79 -20.32 -2.09  0.000
N: -2.64 -21.07 -2.77  0.000
N: -1.86 -18.95 -2.13  -0.002
N: -2.40 -18.32 -3.13  0.001
O: -2.75 -18.85 -4.11  0.000
O: -2.52 -17.04 -3.02  0.017
H: 0.77 -20.11 -0.93  0.000
H: -0.07 -20.61 0.49  0.000
H: -1.06 -21.94 -1.17  0.000
H: -2.56 -22.06 -2.69  0.000
H: -3.23 -20.79 -3.59  0.000
N: 0.35 -16.41 -1.24  0.006
C: 1.40 -15.95 -1.27  0.011
C: 2.60 -15.16 -1.55  0.001
C: 3.62 -15.00 -0.56  0.000
C: 4.60 -14.05 -0.79  0.000
C: 4.65 -13.33 -2.04  0.000
C: 3.65 -13.51 -2.96  0.000
C: 2.58 -14.40 -2.74  0.000
H: 3.53 -15.62 0.38  0.000
H: 5.39 -13.91 -0.02  0.000
H: 5.51 -12.77 -2.19  0.000
H: 3.61 -12.98 -3.89  0.000
H: 1.87 -14.49 -3.49  0.000
I: -1.85 -13.86 -0.53  0.007
I: -4.19 -13.58 0.56  -0.002
C: -5.70 -22.71 0.63  0.000
C: -4.75 -21.61 0.80  0.000
C: -3.59 -21.82 1.52  0.000
C: -2.69 -20.78 1.92  0.000
C: -1.71 -21.20 3.01  0.000
C: -2.95 -19.51 1.43  0.002
Te: -1.57 -17.97 1.71  0.003
C: -4.02 -19.30 0.57  0.000
C: -4.30 -17.90 0.12  0.001
C: -4.97 -20.32 0.27  0.000
H: -6.20 -23.00 1.63  0.000
H: -5.06 -23.59 0.42  0.000
H: -6.44 -22.59 -0.11  0.000
H: -3.30 -22.83 1.86  0.000
H: -0.80 -20.68 3.03  0.000
H: -1.53 -22.29 3.00  0.000
H: -2.21 -21.02 4.00  0.000
H: -3.91 -17.63 -0.91  0.001
H: -4.19 -17.11 0.88  0.001
H: -5.34 -17.81 -0.15  0.000
H: -5.91 -20.07 -0.14  0.000
F: -4.16 -20.18 7.78  0.000
C: -3.88 -19.40 6.73  0.000
C: -4.79 -19.22 5.72  0.000
C: -4.46 -18.48 4.62  0.000
C: -3.18 -17.92 4.52  0.000
C: -2.79 -17.02 3.31  0.002
C: -2.32 -18.02 5.64  0.000
C: -2.67 -18.73 6.74  0.000
H: -5.79 -19.61 5.88  0.000
H: -5.19 -18.37 3.78  0.000
H: -2.21 -16.12 3.69  0.000
H: -3.67 -16.37 2.83  0.000
H: -1.41 -17.47 5.66  0.000
H: -2.08 -18.95 7.60  0.000


Which value of charge does entry 1 give?
-2